Molecular formula: C3H8N2O
Method: DFT, the ωB97M-V functional and the def2-TZVPD basis

- SMILES string: CC(=O)NCN
- Charge: 0
- LUMO level: 0.93 eV
- 2S+1: 1
- HOMO level: -9.143 eV

Each line ends with the Mulliken charge.
CARTESIAN COORDINATES (ANGSTROEM)
C1 0.44403 1.78567 1.38248  -1.109
C2 -0.45068 0.73381 0.77746  0.716
O1 -1.47427 0.37291 1.32667  -0.617
N1 -0.05083 0.25765 -0.44114  -0.251
C3 -0.62828 -0.98031 -1.00006  -0.493
N2 0.31691 -2.00669 -1.21593  -0.442
H1 1.48165 1.45120 1.44774  0.316
H2 0.41607 2.70561 0.80917  0.290
H3 0.07557 1.98973 2.38258  0.315
H4 0.92432 0.39990 -0.67543  0.260
H5 -1.39621 -1.27539 -0.28782  0.371
H6 -1.09236 -0.75176 -1.95613  0.304
H7 0.73484 -2.16874 -2.10970  0.166
H8 0.69923 -2.51359 -0.43988  0.173

---

Molecular formula: C4H6MgNiO5
Method: DFT, the ωB97M-V functional and the def2-TZVPD basis

- Charge: +1
- LUMO level (spin up / spin down): -4.88 / -5.26 eV
- <S²>: 3.757
- 2S+1: 4
- HOMO level (spin up / spin down): -10.909 / -13.393 eV

Each line ends with the Mulliken charge.
CARTESIAN COORDINATES (ANGSTROEM)
C1 -1.77356 -0.61927 -2.15259  0.795
O1 -1.82467 0.41905 -1.42782  -0.342
O2 -2.42685 -0.70946 -3.17803  -0.633
Mg1 -3.32256 1.44973 -2.70344  0.425
O3 0.05218 2.21261 1.36434  -0.742
O4 1.08557 0.19350 -1.04918  -0.488
C2 1.23967 -0.94262 -0.52568  0.207
C3 1.22235 -0.90155 0.98728  -0.258
O5 0.18140 -0.05990 1.41994  -0.523
C4 0.50629 1.20264 2.13126  0.206
Ni1 -0.40544 1.18875 -0.15882  0.580
H1 -0.68138 -1.27538 -1.92741  0.026
H2 1.30837 -1.98433 -0.88698  0.421
H3 2.20799 -0.56216 1.34833  0.326
H4 1.05646 -1.92607 1.35805  0.377
H5 -0.02543 1.11782 3.09639  0.308
H6 1.59963 1.19666 2.30435  0.317

---

Molecular formula: C2H2N4O
Method: DFT, the ωB97M-V functional and the def2-TZVPD basis

- SMILES string: Oc1nncnn1
- Charge: 0
- LUMO level: -0.35 eV
- 2S+1: 1
- HOMO level: -9.231 eV

Each line ends with the Mulliken charge.
CARTESIAN COORDINATES (ANGSTROEM)
O1 -1.06273 1.25993 -1.36640  -0.546
C1 -0.34408 0.62334 -0.45662  0.643
N1 -0.36590 -0.76181 -0.81016  -0.107
N2 0.19412 -1.36414 0.03954  -0.360
C2 0.84828 -0.78294 1.07385  0.113
N3 0.72713 0.44185 1.36760  -0.194
N4 -0.16702 1.15468 0.72822  -0.298
H1 -1.44356 0.82355 -2.27587  0.407
H2 1.61376 -1.39447 1.69984  0.342

---

Molecular formula: C3H4OS
Method: DFT, the ωB97M-V functional and the def2-TZVPD basis

- SMILES string: C[C@@H]1SC1=O
- Charge: 0
- LUMO level: 0.20 eV
- 2S+1: 1
- HOMO level: -9.905 eV

Each line ends with the Mulliken charge.
CARTESIAN COORDINATES (ANGSTROEM)
C1 0.20821 0.35531 0.33938  -1.067
C2 -1.13683 0.48152 -0.23319  0.005
S1 -1.44124 0.51045 -2.08096  -0.120
C3 -1.60843 1.68543 -0.82200  0.346
O1 -2.08893 2.82787 -0.47041  -0.546
H1 0.30475 0.79136 1.32590  0.303
H2 0.97456 0.74264 -0.25886  0.362
H3 0.43092 -0.72030 0.23494  0.310
H4 -1.80085 -0.24165 0.18627  0.408